No. 1
Density functional theory data (wB97M-V/def2-TZVPD) for one molecule with the formula C3H6OS2 at a distorted geometry.

```
! RIJCOSX wB97M-V def2-TZVPD def2/J DEFGRID3
* xyz 0 1
C 0.5350 1.4803 -0.0883
C 0.4250 -0.1781 0.2982
S 1.9383 -0.9681 -0.2199
O -0.2524 -0.6384 1.4300
C -0.8032 -0.9599 0.1283
S -2.4000 -0.2961 -0.3062
H -0.3252 1.9075 0.3832
H 0.4412 1.4026 -1.1981
H 1.5199 1.6292 0.4474
H 2.5210 -0.0879 0.5213
H -0.7796 -2.0001 -0.3076
H -2.8200 -1.2911 -1.0882
*
```

## Properties
gap between HOMO and LUMO	10.0	eV
LUMO	0.6	eV
M	122.214	Da
highest occupied orbital energy	-9.40	eV

No. 2
Density functional theory data (wB97M-V/def2-TZVPD) for one molecule with the formula C7H18NP at a distorted geometry.

```
! RIJCOSX wB97M-V def2-TZVPD def2/J DEFGRID3
* xyz 0 1
C 2.5419 1.3503 0.2750
N 1.4270 1.2087 1.0946
P 0.4326 -0.0113 0.8571
C -0.5319 0.0343 2.3165
C 1.1905 -1.6638 0.8336
C -0.9233 0.0583 -0.8355
C -1.9995 1.1611 -0.5844
C -0.0772 0.4102 -2.0009
C -1.4407 -1.3527 -1.0217
H 2.3259 1.6887 -0.6860
H 3.1163 0.4736 0.1677
H 3.2222 1.9916 0.8166
H -1.5168 -0.5181 2.5069
H 0.2703 -0.4755 2.9441
H -0.8681 1.0485 2.5868
H 0.3815 -2.4184 0.8549
H 1.6166 -1.7551 -0.1817
H 1.7627 -1.7570 1.7293
H -1.4153 1.8363 0.0459
H -2.3393 1.7383 -1.4189
H -2.8413 0.5103 -0.2057
H 0.4219 1.2864 -1.6961
H -0.6988 0.5870 -2.8205
H 0.6425 -0.3812 -2.2890
H -2.1487 -1.3958 -1.8097
H -0.5675 -1.9496 -1.3856
H -1.9835 -1.7051 -0.0937
*
```

## Properties
gap between HOMO and LUMO	8.4	eV
LUMO	0.8	eV
M	147.202	Da
highest occupied orbital energy	-7.61	eV

No. 3
Density functional theory data (wB97M-V/def2-TZVPD) for a 2-piece molecular cluster, C6H13N overall.

```
! RIJCOSX wB97M-V def2-TZVPD def2/J DEFGRID3
* xyz 0 1
C 2.9449 0.0940 -0.1528
C 1.6083 -0.6459 -0.2445
C 0.5184 0.0772 0.4862
N -0.6362 0.2642 -0.0527
C -1.5013 0.2065 -1.0911
C -1.9767 0.7558 0.2134
C -2.7923 -0.0001 1.2398
H 3.2446 0.2409 0.8914
H 2.8734 1.0807 -0.6227
H 3.7407 -0.4672 -0.6529
H 1.3043 -0.7512 -1.2940
H 1.7267 -1.6657 0.1502
H 0.7531 2.2893 -1.5410
H 0.6858 0.5068 1.4710
H -1.7867 -0.7427 -1.5346
H 0.1460 1.9415 -1.8127
H -2.0539 1.8445 0.2916
H -3.8550 0.2003 1.0642
H -2.6315 -1.0795 1.1490
H -2.5617 0.3081 2.2662
*
```

## Properties
gap between HOMO and LUMO (alpha / beta)	8.3 / 8.3	eV
LUMO (alpha / beta)	1.1 / 1.1	eV
M	99.177	Da
highest occupied orbital energy (alpha / beta)	-7.14 / -7.14	eV

No. 4
Density functional theory data (wB97M-V/def2-TZVPD) for an isolated ion of composition C4H8N2OP and charge +1 at a distorted geometry.

```
! RIJCOSX wB97M-V def2-TZVPD def2/J DEFGRID3
* xyz 1 1
C -0.5744 1.5907 0.3203
C 0.7795 1.7370 0.4150
O 1.9158 1.0898 -0.0998
P 2.4555 -0.3467 -0.0049
N 1.1934 -1.2938 0.3900
C -0.2727 -1.4507 0.2740
C -0.8105 -0.5568 -0.8594
N -1.2805 0.7192 -0.4260
H -1.0559 2.5049 0.6486
H 1.1594 2.6130 0.9655
H 1.6103 -2.2027 0.4170
H -0.9321 -1.3571 1.1737
H -0.4318 -2.5597 0.0813
H 0.0405 -0.4373 -1.4504
H -1.5773 -1.1476 -1.3140
H -2.2193 1.0978 -0.5312
*
```

## Properties
gap between HOMO and LUMO	7.0	eV
LUMO	-5.4	eV
M	131.095	Da
highest occupied orbital energy	-12.32	eV

No. 5
Density functional theory data (wB97M-V/def2-TZVPD) for a 8-piece molecular cluster, C12H40N8O8 overall at a distorted geometry.

```
! RIJCOSX wB97M-V def2-TZVPD def2/J DEFGRID3
* xyz 0 1
N -1.2318 -0.5171 3.2800
C -1.4458 -1.7551 3.6320
N -1.3408 -1.7361 4.9360
O -1.8628 -2.8021 2.9030
H -1.6548 -0.0911 2.3580
H -0.9798 0.1999 3.9160
H -1.2448 -2.6731 5.4480
H -0.8578 -0.9221 5.4270
N 1.3762 -0.4291 2.6510
C 2.3552 -1.1661 3.0050
N 3.5632 -0.7841 2.7020
O 2.0992 -2.2461 3.7940
H 0.3742 -0.7051 3.0090
H 1.4872 0.2389 1.9190
H 4.3542 -1.3941 2.9180
H 3.6392 0.0459 2.0970
N -1.8618 2.5769 1.4860
C -1.6628 1.5239 0.8110
N -2.2998 0.4299 1.1110
O -0.8508 1.3949 -0.1920
H -2.6738 2.7149 2.0420
H -1.3328 3.4269 1.2410
H -2.0018 -0.4211 0.5730
H -3.0868 0.4529 1.7820
N 1.7112 0.8329 0.1990
C 2.4532 1.8379 0.6490
N 3.5682 1.4469 1.0780
O 1.8452 3.1119 0.7760
H 0.7142 0.9609 -0.2400
H 2.0662 -0.1331 0.1080
H 4.1122 2.2739 1.4380
H 4.1632 0.8159 0.5400
C -4.5978 2.5529 -2.4310
C -3.2578 2.0349 -2.0400
C -3.3348 0.5369 -2.2080
O -2.2398 2.4329 -2.6090
H -4.8628 2.2129 -3.4170
H -4.4028 3.6369 -2.4850
H -5.3138 2.2069 -1.7280
H -3.1318 2.2199 -0.9910
H -3.4708 0.2799 -3.2260
H -4.1448 0.0949 -1.6160
H -2.5118 0.0169 -1.8310
H -1.5928 2.4169 -1.8850
C 0.1312 0.5999 -3.4340
C 1.3762 -0.1911 -3.3520
C 2.2912 -0.0341 -4.5490
O 2.0322 0.0059 -2.3090
H -0.5888 0.1729 -2.6870
H -0.2378 0.6539 -4.4470
H 0.3082 1.5839 -3.0030
H 0.9162 -1.2081 -3.3680
H 2.0622 -0.5571 -5.4990
H 3.2982 -0.2981 -4.3010
H 2.3012 0.9409 -5.0210
H 2.1682 1.0129 -2.2900
C -0.4288 -2.1891 0.0350
O -1.8168 -1.9871 0.2130
H -0.0998 -1.8191 0.9960
H 0.0722 -1.7191 -0.8730
H -0.1988 -3.2741 0.0900
H -2.0488 -2.3961 1.0420
C 2.7982 -3.0341 0.1670
O 3.3462 -1.8061 0.1650
H 3.6542 -3.7481 -0.0680
H 2.0782 -3.0171 -0.6820
H 2.3552 -3.2331 1.1400
H 3.5992 -1.6101 1.1030
*
```

## Properties
gap between HOMO and LUMO	8.9	eV
LUMO	-0.1	eV
M	424.500	Da
highest occupied orbital energy	-8.99	eV

No. 6
Density functional theory data (wB97M-V/def2-TZVPD) for C23H31AuN2O2S2Si as an isolated structure.

```
! RIJCOSX wB97M-V def2-TZVPD def2/J DEFGRID3
* xyz 0 3
Au 1.8601 0.9375 -0.5087
C -1.8938 -0.7374 -2.8078
C -0.8710 0.2418 -2.3029
N 0.1680 -0.1537 -1.6485
N 0.2380 -1.5174 -1.4912
C 1.4200 -1.9936 -1.2481
S 2.9357 -1.1681 -1.1252
S 1.5792 -3.7263 -1.0405
C -0.1300 -4.2898 -1.1598
C -0.9455 -4.2255 0.1139
C -0.6123 -3.4104 1.1871
C -1.4105 -3.3842 2.3240
C -2.5535 -4.1641 2.3999
C -2.8970 -4.9776 1.3278
C -2.0958 -5.0081 0.1976
C -1.0191 1.6637 -2.6384
C -1.5120 2.0041 -3.8891
C -1.6311 3.3253 -4.2951
C -1.2782 4.3851 -3.4317
C -0.8228 4.1112 -2.1822
C -0.6871 2.7465 -1.7064
O -0.3421 2.5311 -0.5331
H -2.1772 -1.4003 -1.9901
H -1.4728 -1.3740 -3.5886
H -2.7779 -0.2304 -3.1858
H -0.0585 -5.3231 -1.5030
H -0.6089 -3.7089 -1.9482
H 0.2671 -2.7820 1.1471
H -1.1299 -2.7408 3.1488
H -3.1717 -4.1446 3.2885
H -3.7844 -5.5959 1.3759
H -2.3636 -5.6525 -0.6329
H -1.7772 1.2174 -4.5832
H -1.9914 3.5453 -5.2911
H -1.3770 5.4079 -3.7704
H -0.5526 4.8879 -1.4795
C 4.1250 0.8256 2.0982
Si 3.5664 1.9654 0.7165
C 2.9666 3.5863 1.4611
C 5.0359 2.3072 -0.4025
H 4.9505 1.2795 2.6542
H 4.4659 -0.1303 1.6965
H 3.3163 0.6196 2.8016
H 3.7702 4.0604 2.0332
H 2.1221 3.4236 2.1335
H 2.6449 4.2827 0.6847
H 5.8559 2.7616 0.1609
H 4.7657 2.9845 -1.2147
H 5.4046 1.3816 -0.8492
C -2.4115 0.1355 2.3512
C -1.3747 0.7156 3.3367
C -0.1211 0.8661 2.4736
O -0.2330 -0.1512 1.4870
C -1.5954 -0.1182 1.0757
H -3.2313 0.8280 2.1614
H -2.8392 -0.7906 2.7331
H -1.1880 0.0175 4.1530
H -1.6879 1.6637 3.7723
H 0.8112 0.7087 3.0141
H -0.0927 1.8492 1.9870
H -1.8166 -1.0685 0.5917
H -1.7331 0.7001 0.3601
*
```

## Properties
gap between HOMO and LUMO (alpha / beta)	6.8 / 5.6	eV
LUMO (alpha / beta)	0.0 / -2.6	eV
M	656.700	Da
highest occupied orbital energy (alpha / beta)	-6.90 / -8.16	eV
<S²>	2.06

Relative energy (zero: lowest compared OMol25 entry of this formula, charge and spin)
In order: 247.8, 163.4, 404.4, 76.2, 811.4, 0.0
Unit: kJ/mol